{"formula": "C36H43N8O3S2W", "method": "the ωB97M-V functional and the def2-TZVPD basis", "e_tot_ha": -2924.0097, "homo_lumo_gap_ev": 5.15, "fmax_ev_per_a": 1.49, "total_charge": 3, "homo_energy_ev": -14.918, "symbols": ["W", "C", "C", "C", "N", "C", "C", "C", "C", "C", "C", "C", "N", "C", "C", "C", "N", "C", "C", "C", "C", "C", "C", "C", "N", "C", "C", "H", "H", "H", "H", "H", "H", "H", "H", "H", "H", "H", "H", "H", "H", "H", "H", "H", "H", "H", "H", "H", "H", "H", "H", "H", "H", "N", "C", "C", "C", "C", "C", "C", "S", "O", "O", "N", "C", "N", "C", "C", "C", "N", "H", "H", "H", "H", "H", "H", "H", "H", "H", "O", "S", "C", "C", "C", "C", "H", "H", "H", "H", "H", "H", "H", "H"], "positions_angstrom": [[0.676, 0.805, -0.310], [-3.098, 1.268, -0.799], [-2.382, 2.467, -0.167], [-1.707, 2.194, 1.175], [-0.298, 1.739, 1.185], [0.320, 1.617, 2.401], [-0.362, 1.848, 3.603], [0.074, 1.801, 4.913], [1.310, 1.431, 5.431], [2.406, 1.003, 4.711], [2.564, 0.914, 3.332], [1.695, 1.235, 2.296], [2.144, 1.144, 0.984], [3.585, 1.322, 0.734], [3.802, 2.268, -0.432], [2.666, 3.268, -0.492], [1.446, 2.625, -1.027], [0.860, 3.246, -2.061], [1.037, 4.623, -2.336], [0.677, 5.355, -3.439], [0.085, 4.933, -4.637], [-0.399, 3.680, -4.910], [-0.493, 2.571, -4.057], [-0.034, 2.394, -2.766], [-0.304, 1.267, -2.007], [-1.365, 0.353, -2.468], [-2.238, 0.110, -1.275], [-3.722, 1.601, -1.632], [-3.794, 0.868, -0.054], [-3.155, 3.206, 0.050], [-1.701, 2.972, -0.853], [-2.307, 1.459, 1.723], [-1.720, 3.123, 1.748], [-1.401, 2.124, 3.506], [-0.677, 2.068, 5.648], [1.410, 1.449, 6.509], [3.267, 0.689, 5.289], [3.513, 0.500, 3.022], [4.053, 0.345, 0.601], [4.012, 1.790, 1.620], [3.869, 1.744, -1.382], [4.745, 2.793, -0.288], [2.962, 4.060, -1.174], [2.467, 3.721, 0.483], [1.517, 5.194, -1.554], [0.926, 6.409, -3.386], [-0.009, 5.675, -5.419], [-0.810, 3.526, -5.901], [-0.973, 1.718, -4.511], [-0.920, -0.582, -2.818], [-1.947, 0.784, -3.276], [-1.645, -0.740, 0.505], [-2.860, -0.772, -1.444], [-0.347, -7.371, 0.479], [0.049, -6.092, 0.539], [-0.695, -5.075, -0.110], [-0.289, -3.772, -0.044], [0.874, -3.436, 0.665], [1.633, -4.433, 1.299], [1.221, -5.737, 1.243], [1.412, -1.843, 0.768], [0.407, -0.911, 1.359], [2.725, -1.780, 1.328], [1.309, -1.107, -0.710], [2.312, -1.180, -1.689], [3.086, -2.230, -1.830], [3.992, -2.128, -2.805], [4.109, -0.994, -3.602], [3.263, 0.061, -3.322], [2.352, -0.030, -2.346], [-1.171, -7.644, -0.027], [0.176, -8.099, 0.933], [-1.581, -5.344, -0.672], [-0.856, -3.005, -0.560], [2.539, -4.171, 1.825], [1.803, -6.508, 1.731], [4.648, -2.979, -2.944], [4.844, -0.932, -4.390], [3.314, 0.996, -3.868], [-1.251, -0.221, -0.287], [-2.583, -1.917, 1.853], [-3.979, -1.035, 2.652], [-5.228, -1.864, 2.352], [-5.054, -2.435, 0.951], [-3.664, -3.058, 0.916], [-4.063, -0.028, 2.240], [-3.771, -0.962, 3.717], [-6.125, -1.250, 2.437], [-5.316, -2.674, 3.077], [-5.124, -1.634, 0.208], [-5.818, -3.173, 0.710], [-3.274, -3.189, -0.092], [-3.645, -4.023, 1.420]]}

{"formula": "C36H44BrClN2O4STi", "method": "the ωB97M-V functional and the def2-TZVPD basis", "e_tot_ha": -6090.5904, "spin_multiplicity": 3, "homo_lumo_gap_ev": [5.56, 7.54], "fmax_ev_per_a": 1.88, "total_charge": 0, "homo_energy_ev": [-5.142, -7.145], "s2": 2.0338, "symbols": ["Ti", "C", "C", "C", "C", "C", "C", "C", "C", "C", "C", "H", "H", "H", "H", "H", "H", "H", "H", "H", "H", "H", "H", "H", "H", "C", "C", "O", "N", "C", "C", "C", "C", "C", "C", "N", "H", "H", "H", "H", "H", "H", "H", "H", "H", "H", "Br", "C", "C", "C", "C", "C", "C", "C", "O", "O", "H", "H", "H", "H", "Cl", "C", "C", "C", "C", "C", "C", "C", "H", "H", "H", "H", "H", "H", "C", "C", "S", "O", "C", "C", "H", "H", "H", "H", "H", "H", "H", "H", "H", "H"], "positions_angstrom": [[0.818, 0.653, 0.442], [3.090, -4.861, 0.199], [1.917, -3.896, -0.002], [0.596, -4.558, 0.383], [2.168, -2.598, 0.738], [2.819, -1.555, 0.107], [3.054, -0.334, 0.751], [2.769, -0.198, 2.115], [3.379, 0.938, 2.887], [2.128, -1.263, 2.761], [1.819, -2.422, 2.080], [2.939, -5.783, -0.367], [3.189, -5.122, 1.256], [4.032, -4.413, -0.124], [1.865, -3.642, -1.065], [0.609, -4.912, 1.417], [0.411, -5.424, -0.255], [-0.246, -3.872, 0.273], [3.161, -1.675, -0.912], [3.706, 0.393, 0.276], [3.192, 1.907, 2.424], [4.460, 0.794, 2.936], [2.999, 0.973, 3.908], [1.909, -1.184, 3.819], [1.310, -3.217, 2.613], [-0.061, -2.045, -3.185], [0.097, -0.731, -2.487], [0.960, -0.548, -1.625], [-0.699, 0.288, -2.866], [-0.749, 1.467, -2.001], [0.548, 2.244, -1.955], [0.942, 3.066, -2.976], [2.098, 3.842, -2.865], [2.805, 3.777, -1.652], [2.393, 2.932, -0.664], [1.290, 2.110, -0.792], [-0.703, -2.670, -2.561], [0.912, -2.521, -3.281], [-0.517, -1.936, -4.168], [-1.533, 0.050, -3.377], [-1.022, 1.130, -0.994], [-1.558, 2.107, -2.349], [0.332, 3.110, -3.871], [2.418, 4.491, -3.667], [3.681, 4.389, -1.483], [2.915, 2.886, 0.284], [-1.757, -2.076, 5.780], [-2.336, -2.432, 4.012], [-3.387, -3.310, 3.802], [-3.803, -3.564, 2.501], [-3.172, -2.947, 1.431], [-2.128, -2.065, 1.663], [-1.702, -1.802, 2.957], [-1.467, -1.381, 0.502], [-1.901, -1.496, -0.632], [-0.412, -0.680, 0.818], [-3.872, -3.788, 4.642], [-4.626, -4.246, 2.328], [-3.479, -3.140, 0.412], [-0.896, -1.101, 3.125], [-1.345, 3.916, 0.380], [-0.034, 4.240, 1.508], [0.413, 5.549, 1.580], [1.394, 5.898, 2.495], [1.877, 4.920, 3.353], [1.414, 3.616, 3.260], [0.468, 3.202, 2.308], [0.046, 1.789, 2.169], [-0.016, 6.289, 0.917], [1.751, 6.918, 2.551], [2.606, 5.176, 4.112], [1.778, 2.877, 3.964], [0.301, 1.235, 3.080], [-1.037, 1.734, 2.029], [-5.212, -0.350, -0.921], [-5.341, 1.159, -0.811], [-3.910, 1.820, 0.094], [-3.628, 0.878, 1.224], [-4.722, 3.256, 0.793], [-4.919, 4.360, -0.239], [-6.055, -0.756, -1.482], [-5.199, -0.796, 0.071], [-4.285, -0.639, -1.422], [-6.253, 1.452, -0.290], [-5.323, 1.635, -1.794], [-4.052, 3.568, 1.594], [-5.662, 2.917, 1.230], [-5.357, 5.240, 0.231], [-3.968, 4.658, -0.682], [-5.589, 4.048, -1.042]]}

{"formula": "C36H44CaN2Si", "method": "the ωB97M-V functional and the def2-TZVPD basis", "e_tot_ha": -2474.7466, "homo_lumo_gap_ev": 5.51, "fmax_ev_per_a": 2.78, "total_charge": 0, "homo_energy_ev": -6.228, "symbols": ["C", "C", "C", "H", "C", "C", "H", "H", "H", "H", "Ca", "C", "H", "H", "H", "Si", "C", "C", "H", "C", "H", "C", "H", "C", "H", "C", "H", "C", "C", "H", "C", "H", "C", "H", "C", "H", "C", "H", "H", "H", "C", "C", "C", "C", "C", "C", "C", "N", "C", "C", "C", "C", "C", "C", "C", "N", "C", "C", "C", "C", "H", "H", "H", "H", "H", "H", "H", "H", "H", "H", "H", "H", "H", "H", "H", "H", "H", "H", "H", "H", "H", "H", "H", "H"], "positions_angstrom": [[-0.049, -0.016, 2.535], [1.033, -0.833, 2.126], [1.961, 0.002, 1.448], [1.164, -1.890, 2.357], [1.423, 1.315, 1.382], [0.168, 1.299, 2.036], [-0.477, 2.159, 2.182], [-0.858, -0.312, 3.193], [2.946, -0.290, 1.094], [1.919, 2.198, 0.988], [-0.419, -0.201, -0.129], [1.409, -0.506, -1.801], [2.135, 0.326, -1.811], [0.973, -0.604, -2.803], [1.972, -1.428, -1.566], [3.635, -1.887, -4.947], [3.723, -3.680, -4.507], [4.084, -4.076, -3.209], [4.337, -3.325, -2.455], [4.124, -5.437, -2.877], [4.409, -5.736, -1.868], [3.802, -6.406, -3.836], [3.831, -7.466, -3.573], [3.445, -6.011, -5.132], [3.198, -6.767, -5.881], [3.401, -4.656, -5.470], [3.125, -4.343, -6.480], [5.096, -0.994, -4.245], [6.385, -1.553, -4.287], [6.543, -2.538, -4.737], [7.473, -0.852, -3.751], [8.469, -1.297, -3.777], [7.283, 0.413, -3.181], [8.133, 0.958, -2.761], [6.002, 0.978, -3.151], [5.850, 1.963, -2.705], [4.914, 0.289, -3.693], [3.916, 0.733, -3.684], [2.367, -1.343, -4.430], [3.699, -1.732, -6.414], [-5.549, -1.562, 4.324], [-6.183, -0.731, 3.192], [-7.062, -1.647, 2.331], [-7.046, 0.365, 3.833], [-5.069, -0.070, 2.397], [-4.168, 0.721, 3.131], [-2.945, 1.059, 2.553], [-2.586, 0.648, 1.334], [-3.622, 0.292, 0.505], [-4.848, -0.201, 1.019], [-3.433, 0.813, -0.867], [-4.443, 1.623, -1.413], [-4.047, 2.809, -2.045], [-2.740, 2.901, -2.521], [-1.816, 1.913, -2.154], [-2.136, 0.900, -1.333], [-5.018, 3.995, -1.962], [-4.484, 5.228, -2.695], [-6.352, 3.544, -2.561], [-5.217, 4.333, -0.470], [-6.329, -2.033, 4.929], [-4.939, -0.936, 4.984], [-4.908, -2.348, 3.909], [-7.833, -2.099, 2.973], [-7.563, -1.077, 1.538], [-6.465, -2.454, 1.887], [-6.444, 1.014, 4.479], [-7.511, 0.985, 3.057], [-7.836, -0.084, 4.444], [-4.353, 0.998, 4.168], [-2.253, 1.661, 3.148], [-5.556, -0.691, 0.336], [-5.483, 1.463, -1.137], [-2.393, 3.773, -3.076], [-0.770, 1.992, -2.470], [-4.323, 5.001, -3.755], [-5.209, 6.046, -2.623], [-3.542, 5.565, -2.248], [-6.753, 2.682, -2.020], [-7.091, 4.351, -2.510], [-6.206, 3.253, -3.609], [-5.616, 3.471, 0.077], [-4.259, 4.609, -0.013], [-5.913, 5.171, -0.353]]}

{"formula": "C36H44FeN5OS2Si", "method": "the ωB97M-V functional and the def2-TZVPD basis", "e_tot_ha": -4096.7877, "spin_multiplicity": 6, "homo_lumo_gap_ev": [6.75, 5.97], "fmax_ev_per_a": 2.24, "total_charge": 0, "homo_energy_ev": [-7.049, -7.047], "s2": 8.7632, "symbols": ["Fe", "C", "Si", "C", "N", "C", "C", "C", "C", "C", "C", "C", "C", "C", "C", "C", "C", "C", "C", "C", "C", "C", "H", "H", "H", "H", "H", "H", "H", "H", "H", "H", "H", "H", "H", "H", "H", "H", "H", "H", "H", "H", "H", "H", "H", "H", "C", "C", "N", "C", "C", "C", "S", "N", "C", "O", "C", "C", "C", "C", "C", "C", "H", "H", "H", "H", "H", "H", "H", "H", "H", "H", "H", "H", "H", "H", "H", "C", "C", "C", "C", "N", "C", "S", "N", "H", "H", "H", "H", "H"], "positions_angstrom": [[12.696, 14.676, 7.231], [12.420, 16.834, 7.722], [11.329, 17.926, 8.801], [9.422, 18.169, 8.461], [8.401, 17.139, 8.512], [7.720, 16.763, 7.225], [6.277, 16.283, 7.486], [6.105, 15.465, 8.772], [7.395, 15.051, 9.421], [8.325, 16.272, 9.677], [11.522, 17.700, 10.665], [11.054, 18.695, 11.573], [11.093, 18.492, 12.957], [11.503, 17.236, 13.470], [11.980, 16.252, 12.542], [12.021, 16.502, 11.177], [11.890, 19.744, 8.567], [12.606, 20.485, 9.494], [12.912, 21.822, 9.264], [12.544, 22.449, 8.091], [11.899, 21.684, 7.083], [11.545, 20.362, 7.348], [13.488, 16.895, 7.938], [12.276, 17.027, 6.665], [9.326, 18.657, 7.458], [9.140, 18.959, 9.187], [8.311, 16.010, 6.647], [7.727, 17.661, 6.584], [5.994, 15.693, 6.602], [5.614, 17.189, 7.497], [5.495, 14.589, 8.515], [5.553, 16.018, 9.575], [8.014, 14.360, 8.799], [7.190, 14.624, 10.385], [9.345, 15.869, 9.830], [8.026, 16.850, 10.568], [10.634, 19.644, 11.243], [10.699, 19.274, 13.620], [11.541, 17.019, 14.543], [12.324, 15.302, 12.918], [12.422, 15.764, 10.498], [12.973, 20.033, 10.409], [13.412, 22.299, 10.122], [12.706, 23.529, 7.960], [11.598, 22.102, 6.109], [10.961, 19.825, 6.614], [8.304, 11.066, 5.458], [8.170, 11.982, 6.689], [9.180, 11.666, 7.666], [8.999, 10.435, 8.498], [9.388, 9.107, 7.882], [10.388, 12.299, 7.693], [10.527, 13.897, 6.953], [11.431, 11.675, 8.265], [12.508, 12.292, 8.792], [12.672, 13.550, 8.974], [13.684, 11.440, 9.145], [13.680, 10.039, 9.012], [14.852, 9.315, 9.000], [16.075, 9.987, 9.160], [16.040, 11.376, 9.441], [14.863, 12.086, 9.489], [8.224, 11.628, 4.519], [7.458, 10.370, 5.444], [9.261, 10.509, 5.462], [7.212, 11.849, 7.217], [8.236, 13.035, 6.329], [7.922, 10.406, 8.740], [9.559, 10.597, 9.447], [8.781, 8.844, 6.982], [9.265, 8.368, 8.666], [10.452, 9.081, 7.571], [12.682, 9.607, 8.903], [14.789, 8.226, 8.872], [17.033, 9.525, 9.052], [16.956, 11.898, 9.706], [14.754, 13.116, 9.821], [15.952, 16.403, 9.168], [16.132, 15.412, 8.052], [17.360, 14.838, 7.772], [17.411, 13.846, 6.782], [16.382, 13.570, 5.970], [15.248, 14.239, 6.267], [13.824, 13.833, 5.357], [15.043, 15.076, 7.322], [16.898, 16.523, 9.750], [15.183, 16.073, 9.901], [15.725, 17.386, 8.775], [18.225, 15.063, 8.415], [18.330, 13.288, 6.586]]}

{"formula": "C36H44InN3P", "method": "the ωB97M-V functional and the def2-TZVPD basis", "e_tot_ha": -2093.7848, "homo_lumo_gap_ev": [5.11, 4.85], "fmax_ev_per_a": 3.02, "total_charge": -1, "homo_energy_ev": [-2.742, -2.450], "symbols": ["In", "N", "N", "C", "C", "C", "C", "H", "H", "H", "C", "C", "H", "H", "H", "C", "C", "H", "H", "H", "C", "H", "H", "H", "C", "H", "H", "H", "C", "H", "C", "H", "C", "H", "C", "H", "C", "C", "H", "C", "C", "H", "C", "H", "N", "C", "C", "C", "H", "C", "C", "H", "H", "H", "C", "H", "C", "C", "H", "H", "H", "C", "H", "H", "H", "C", "P", "C", "C", "C", "C", "C", "C", "C", "H", "H", "H", "H", "H", "H", "H", "H", "H", "H", "H"], "positions_angstrom": [[0.239, 0.242, -0.297], [-3.647, 1.249, 1.687], [-2.014, -0.442, -2.484], [0.861, -2.230, 1.560], [-0.515, -2.628, 1.641], [-1.173, -1.760, 2.585], [-2.620, -1.715, 2.900], [-3.103, -2.671, 2.639], [-3.107, -0.882, 2.353], [-2.740, -1.526, 3.977], [-0.217, -0.825, 3.085], [-0.466, 0.206, 4.126], [-0.194, -0.184, 5.119], [-1.517, 0.517, 4.169], [0.136, 1.105, 3.954], [1.040, -1.099, 2.455], [2.335, -0.485, 2.845], [2.330, 0.612, 2.718], [3.182, -0.899, 2.286], [2.453, -0.742, 3.910], [-1.118, -3.769, 0.901], [-0.787, -4.706, 1.383], [-0.799, -3.782, -0.156], [-2.217, -3.715, 0.937], [1.926, -2.934, 0.774], [2.881, -2.389, 0.845], [1.642, -3.010, -0.292], [2.070, -3.956, 1.172], [-4.522, 2.256, 1.778], [-5.036, 2.290, 2.764], [-4.767, 3.235, 0.788], [-5.354, 4.124, 1.042], [-4.066, 3.151, -0.435], [-4.137, 3.900, -1.175], [-3.110, 2.122, -0.578], [-2.586, 1.869, -1.515], [-2.835, 1.270, 0.561], [-1.731, 0.348, 0.597], [-2.245, -0.690, 0.379], [-0.743, -0.670, -2.208], [-2.460, -1.437, -3.364], [-3.498, -1.597, -3.523], [-1.354, -1.997, -3.946], [-1.344, -2.805, -4.677], [-0.226, -1.521, -3.268], [1.066, -2.102, -3.311], [1.150, -3.502, -3.368], [2.426, -4.089, -3.465], [2.487, -5.159, -3.552], [3.617, -3.337, -3.384], [4.946, -3.991, -3.306], [5.513, -3.489, -2.523], [5.521, -3.950, -4.238], [4.813, -5.032, -3.029], [3.488, -1.949, -3.250], [4.401, -1.340, -3.146], [2.239, -1.298, -3.213], [2.263, 0.223, -3.246], [1.235, 0.585, -3.042], [2.588, 0.469, -4.291], [2.987, 0.649, -2.507], [-0.027, -4.431, -3.321], [-0.617, -4.306, -4.241], [-0.675, -4.336, -2.423], [0.331, -5.476, -3.341], [0.267, 3.957, -1.263], [0.742, 2.858, 0.147], [2.542, 3.138, 0.420], [0.023, 3.865, 1.531], [-1.025, 3.341, 2.312], [-1.607, 4.099, 3.329], [-1.163, 5.396, 3.597], [-0.118, 5.926, 2.830], [0.463, 5.177, 1.802], [0.548, 3.509, -2.228], [0.744, 4.946, -1.171], [-0.826, 4.108, -1.255], [2.801, 4.206, 0.396], [2.824, 2.743, 1.408], [3.126, 2.609, -0.346], [-1.402, 2.331, 2.118], [-2.420, 3.663, 3.912], [-1.624, 5.991, 4.389], [0.241, 6.934, 3.032], [1.273, 5.632, 1.223]]}

Number 2 is which compound?
C36H44BrClN2O4STi